DFT (ωB97M-V/def2-TZVPD) results for a molecular structure, C29H12F5MnN6O5S.

Results
charge = -1
spin multiplicity = 6
relative energy (zero: lowest compared OMol25 entry of this formula, charge and spin) = 0.532 eV
<S²> = 8.754

XYZ file:
```
59
Properties=species:S:1:pos:R:3:nbo_charge:R:1
Mn 0.65312 0.52269 -0.29404 1.443
C -2.02843 1.99376 3.04559 0.009
C -0.93044 1.44464 2.38304 0.025
N -1.09904 0.73688 1.27870 -0.452
C -2.33858 0.56174 0.82427 0.127
C -3.41619 1.12985 1.47951 0.010
N -3.26528 1.84397 2.59530 -0.367
C -2.44516 -0.30549 -0.39228 0.311
C -3.65007 -0.75060 -0.90673 -0.256
C -3.65375 -1.60081 -2.00956 0.098
C -2.42203 -1.98109 -2.52928 -0.239
C -1.25655 -1.48947 -1.95727 0.199
N -1.27510 -0.66089 -0.92082 -0.485
C 0.11240 -1.85710 -2.42375 0.126
C 0.36623 -2.51453 -3.61778 0.009
N 1.59862 -2.84151 -3.99392 -0.362
C 2.57861 -2.49125 -3.17109 0.009
C 2.33635 -1.80587 -1.98538 0.060
N 1.10330 -1.49365 -1.61340 -0.435
C -4.92827 -2.10424 -2.59894 -0.034
C -4.96613 -2.69368 -3.85804 -0.235
C -6.17259 -3.14978 -4.36368 0.039
N -7.33005 -3.06315 -3.71362 -0.410
C -7.29333 -2.49607 -2.51053 0.042
C -6.13844 -2.00881 -1.92037 -0.243
H -1.89871 2.57262 3.95174 0.208
H 0.08753 1.57578 2.73153 0.240
H -4.42489 1.02657 1.10042 0.197
H -4.57165 -0.42218 -0.45188 0.217
H -2.35465 -2.67937 -3.34899 0.217
H -0.43584 -2.77436 -4.29709 0.191
H 3.58851 -2.74548 -3.46537 0.209
H 3.14738 -1.49895 -1.33780 0.231
H -4.07886 -2.78652 -4.46761 0.216
H -6.20824 -3.60583 -5.34663 0.194
H -8.23869 -2.42843 -1.98426 0.194
H -6.20290 -1.57860 -0.93138 0.217
O 6.73282 0.78151 0.39521 -0.527
C 5.53475 0.77811 0.25342 0.383
C 4.77243 1.04014 -1.04013 0.365
O 5.26551 1.25012 -2.13147 -0.566
C 3.35375 0.93428 -0.68742 0.203
C 3.20809 0.55747 0.66655 0.262
O 2.05111 0.31163 1.19550 -0.862
C 4.50561 0.46963 1.33073 0.352
O 4.74908 0.19173 2.48971 -0.573
O 2.34688 1.07474 -1.47605 -0.793
F -2.02104 6.08515 3.10760 -0.299
C -1.73706 5.26518 2.08629 0.235
C -0.44687 4.81242 1.88762 0.296
F 0.52256 5.19049 2.73078 -0.300
C -0.16845 3.95861 0.83648 0.286
F 1.09445 3.53213 0.71840 -0.297
C -1.13639 3.51862 -0.07041 -0.257
S -0.77707 2.43395 -1.38783 -0.385
C -2.42668 3.99996 0.17349 0.300
F -3.45088 3.61780 -0.60739 -0.310
C -2.73122 4.85283 1.21765 0.264
F -3.98682 5.27730 1.40388 -0.299
```



DFT (ωB97M-V/def2-TZVPD) results for 13 unconnected molecules or ions with the total composition C29H13Cl48NO2.

Results
charge = 0

XYZ file:
```
93
Properties=species:S:1:pos:R:3:lowdin_charge:R:1
C 0.29193 -1.26558 -5.52897 -0.033
C 1.08562 -0.02054 -5.20568 -0.428
N 0.46495 1.03255 -4.85859 0.133
C 2.60821 -0.09534 -5.27454 -0.090
C 3.14340 -0.59645 -3.92359 -0.187
C 3.92904 -1.74430 -3.88617 -0.009
C 4.39770 -2.21142 -2.66139 -0.034
C 4.07189 -1.52743 -1.50392 -0.079
C 3.29050 -0.36545 -1.54848 -0.069
C 2.81441 0.10182 -2.76370 0.054
C 3.00072 0.29328 -0.23841 -0.404
O 3.01362 1.48304 -0.08260 0.076
C 2.73499 -0.68929 0.91670 -0.258
C 1.74879 -0.46737 1.87671 -0.178
C 1.57264 -1.42006 2.87426 -0.050
C 2.36059 -2.56605 2.90228 -0.041
C 3.33759 -2.79600 1.94496 -0.057
C 3.51288 -1.84609 0.94602 -0.181
C 4.53108 -2.01612 -0.15561 -0.325
O 5.62283 -2.47522 0.05446 0.110
H -0.24775 -1.17628 -6.47102 0.087
H -0.44087 -1.37591 -4.72801 0.028
H 0.93139 -2.15071 -5.49505 0.077
H 1.15438 1.76054 -4.66218 0.051
H 2.88172 -0.83754 -6.02844 0.109
H 3.02262 0.87992 -5.53377 0.122
H 4.13160 -2.23991 -4.82851 0.117
H 5.00405 -3.10134 -2.63677 0.061
H 2.20018 0.99438 -2.76509 0.125
H 1.14159 0.44381 1.87113 0.025
H 0.80692 -1.25499 3.62333 0.067
H 2.23164 -3.30563 3.68572 0.114
H 3.96833 -3.67681 1.92674 0.065
C -3.28808 -3.21139 -2.79806 -2.030
Cl -1.52321 -3.17594 -2.75778 0.513
Cl -3.93563 -1.56274 -2.79940 0.491
Cl -3.82820 -4.05194 -4.25344 0.515
Cl -3.87998 -4.06573 -1.36799 0.531
C -8.18037 -4.56706 -4.33969 -2.047
Cl -7.18498 -3.36148 -3.52013 0.501
Cl -7.45798 -4.94925 -5.90678 0.488
Cl -8.26587 -6.03226 -3.35410 0.527
Cl -9.80809 -3.92380 -4.58336 0.528
C -1.42674 1.04680 -0.59569 -1.973
Cl -2.88605 0.71816 0.35016 0.533
Cl -1.55872 0.24898 -2.16034 0.498
Cl -1.23680 2.79004 -0.80052 0.548
Cl -0.00932 0.39148 0.25904 0.708
C -1.64776 0.89109 6.23129 -2.039
Cl -0.84271 2.05487 7.29029 0.513
Cl -0.76751 0.76021 4.70116 0.533
Cl -1.69069 -0.68585 7.02567 0.540
Cl -3.29417 1.43987 5.89685 0.502
C 5.76212 1.72940 2.83330 -1.986
Cl 4.77019 0.57679 1.92520 0.763
Cl 6.96599 2.46056 1.76173 0.534
Cl 4.71716 2.99900 3.48290 0.517
Cl 6.58259 0.89207 4.15769 0.531
C 0.21692 5.40597 4.76005 -2.021
Cl -1.15052 4.29533 4.68616 0.471
Cl 0.64081 5.70896 6.45079 0.533
Cl 1.60744 4.70323 3.92262 0.518
Cl -0.23054 6.92520 3.98112 0.500
C -7.36175 -2.51406 -9.36871 -2.054
Cl -6.22401 -1.84036 -10.54043 0.525
Cl -7.20101 -1.65989 -7.83043 0.516
Cl -9.01078 -2.33300 -9.97534 0.525
Cl -7.00996 -4.23020 -9.12662 0.496
C -4.59233 6.72514 4.93653 -2.037
Cl -6.35911 6.79660 4.96083 0.524
Cl -4.00727 7.12559 3.31702 0.521
Cl -3.93885 7.88166 6.10240 0.524
Cl -4.05996 5.09851 5.36727 0.467
C 2.64859 -5.89146 -1.79129 -2.021
Cl 2.75981 -7.62237 -1.45469 0.540
Cl 4.01333 -5.39375 -2.80378 0.568
Cl 1.13908 -5.55143 -2.64012 0.526
Cl 2.69512 -4.99093 -0.27633 0.566
C -5.80981 3.98428 8.87214 -2.051
Cl -6.82915 3.63722 7.46927 0.511
Cl -5.63084 5.73344 9.04917 0.520
Cl -6.55952 3.31508 10.32582 0.529
Cl -4.22034 3.25194 8.63531 0.491
C 0.65352 9.58914 1.12511 -2.061
Cl 1.35800 10.45332 -0.24565 0.525
Cl 0.98454 7.86246 0.97224 0.504
Cl 1.35990 10.19191 2.62909 0.519
Cl -1.09598 9.85028 1.15239 0.515
C 6.16367 -6.33520 1.76295 -2.032
Cl 7.64620 -7.29564 1.68916 0.532
Cl 5.62731 -5.94603 0.12572 0.503
Cl 4.89848 -7.26422 2.58265 0.521
Cl 6.47457 -4.84611 2.65778 0.555
```



DFT (ωB97M-V/def2-TZVPD) results for a molecular structure, C29H16Cl7N2O2SW.

Results
charge = +1
spin multiplicity = 3
relative energy (zero: lowest compared OMol25 entry of this formula, charge and spin) = 0.434 eV
<S²> = 2.058

XYZ file:
```
58
Properties=species:S:1:pos:R:3:nbo_charge:R:1
W 0.19309 0.04918 1.06448 1.373
C 0.40743 -3.93371 1.63205 -0.252
O 0.48524 -2.73807 0.85306 -0.548
C 1.18539 -2.80108 -0.32035 0.369
C 2.03403 -3.83708 -0.67962 -0.290
C 2.67751 -3.79388 -1.90851 -0.162
C 2.48150 -2.73679 -2.78359 -0.218
C 1.63223 -1.70167 -2.42936 -0.165
C 0.99722 -1.73669 -1.19983 0.004
N 0.09064 -0.69281 -0.78883 -0.323
N -0.68317 -0.29126 -1.73690 -0.103
C -1.72421 0.52158 -1.50792 0.078
C -2.33328 0.68943 -0.23799 0.377
O -1.77299 0.22941 0.85744 -0.698
C -3.60617 1.30339 -0.13390 -0.281
C -4.18774 1.83600 -1.23891 -0.065
C -3.58553 1.76314 -2.53321 -0.092
C -4.20326 2.34991 -3.65046 -0.152
C -3.61861 2.26093 -4.88846 -0.199
C -2.40314 1.58003 -5.03706 -0.169
C -1.77820 1.00285 -3.95664 -0.182
C -2.36433 1.08396 -2.68640 -0.037
H 1.36758 -4.14278 2.10784 0.192
H 0.10559 -4.77156 1.00211 0.202
H -0.35147 -3.75368 2.38782 0.208
H 2.19694 -4.67275 -0.01646 0.232
H 3.34145 -4.60127 -2.18089 0.231
H 2.98748 -2.71497 -3.73739 0.232
H 1.45372 -0.86687 -3.08987 0.236
H -4.06038 1.36387 0.84455 0.244
H -5.14190 2.33841 -1.14920 0.230
H -5.14080 2.87346 -3.52084 0.223
H -4.08933 2.71478 -5.74776 0.230
H -1.94663 1.50817 -6.01470 0.227
H -0.83370 0.49392 -4.07606 0.231
Cl -0.27975 -1.13080 3.39187 0.111
C 1.36030 -1.28905 4.06608 -0.054
C 1.41612 -1.84385 5.32809 -0.223
C 2.66334 -1.99777 5.91805 -0.174
C 3.79981 -1.59639 5.23768 -0.204
C 3.69797 -1.04174 3.97056 -0.059
Cl 5.15769 -0.56398 3.17977 0.060
C 2.46492 -0.86907 3.33116 -0.146
S 2.43675 -0.17234 1.70185 0.011
H 0.50935 -2.13800 5.83484 0.243
H 2.74314 -2.42785 6.90608 0.240
H 4.77849 -1.70761 5.68141 0.248
Cl 1.50680 1.84617 -2.00892 0.059
C 0.62119 2.68446 -0.78344 -0.044
C 0.38628 2.07633 0.44699 -0.417
C -0.13635 2.88838 1.43827 0.061
Cl -0.24946 2.11790 3.01621 0.103
C -0.59395 4.17925 1.25715 -0.135
Cl -1.31411 5.06075 2.53169 0.095
C -0.43350 4.72883 -0.01807 -0.059
Cl -0.98927 6.31620 -0.32930 0.100
C 0.19902 3.99475 -1.02886 -0.089
Cl 0.44299 4.70992 -2.56743 0.090
```



M (computed, u): 706.45; 2109.17; 888.54
Calculated total energy (computed, eV): -105192.12463; -636940.71782; -137719.53967